Record 1
Density functional theory data (ωB97M-V/def2-TZVPD) for a molecular structure, C27H35AsLuN4O7.

The value obtained for the LUMO energy is -0.1504 hartree. Its HOMO energy is -7.66 eV. Its charge is +1. Its spin multiplicity is 1. The value obtained for the frontier orbital gap is 3.568 eV.

Atoms and positions in Å:
O -3.038 5.387 -1.166
H -3.833 5.901 -1.401
Lu -0.534 1.587 -0.859
N -0.935 0.174 -2.729
N -2.716 1.119 -1.403
N 1.583 2.238 -0.144
N -0.603 3.428 0.522
O 0.063 0.001 -3.536
O 2.799 1.533 -0.405
O -1.765 4.136 0.868
O -3.510 1.966 -0.867
C -3.164 0.124 -2.227
C -2.073 -0.556 -2.838
C 1.667 2.971 0.966
C 0.459 3.679 1.312
C -2.176 -1.894 -3.463
H -1.903 -2.692 -2.755
H -1.510 -1.957 -4.329
H -3.202 -2.082 -3.795
C -4.600 -0.143 -2.445
H -5.113 0.739 -2.859
H -5.102 -0.401 -1.504
H -4.735 -0.967 -3.153
C 2.927 3.060 1.761
C 0.482 4.680 2.419
H 3.774 2.775 1.125
H 2.909 2.374 2.628
H 3.070 4.084 2.135
H -0.533 4.989 2.677
H 1.063 5.560 2.098
H 0.988 4.278 3.309
H 2.537 0.705 -0.865
H -2.147 4.522 0.015
C -2.400 4.975 -2.380
H -2.754 3.971 -2.630
H -1.318 4.971 -2.195
H -2.629 5.672 -3.199
O 0.186 2.577 -2.819
H 0.899 3.235 -2.909
H 0.250 1.918 -3.556
O 0.130 -0.148 0.003
As 0.522 -1.631 0.792
C 2.233 -2.176 0.128
C 3.016 -3.003 0.949
C 4.227 -3.506 0.464
C 4.637 -3.198 -0.834
C 3.852 -2.367 -1.640
C 2.643 -1.843 -1.164
C 0.936 -1.183 2.608
C 0.145 -1.695 3.644
C 0.592 -1.546 4.961
C 1.786 -0.870 5.223
C 2.536 -0.312 4.183
C 2.089 -0.431 2.864
C -0.763 -2.941 0.240
C -2.010 -2.984 0.874
C -2.850 -4.078 0.645
C -2.472 -5.078 -0.254
C -1.268 -4.977 -0.954
C -0.411 -3.896 -0.724
H 2.701 -3.242 1.963
H 4.849 -4.139 1.095
H 5.573 -3.607 -1.220
H 4.185 -2.119 -2.647
H 2.027 -1.210 -1.807
H -0.802 -2.184 3.421
H 0.008 -1.972 5.776
H 2.138 -0.776 6.250
H 3.470 0.211 4.390
H 2.635 0.051 2.049
H -2.318 -2.162 1.523
H -3.801 -4.147 1.174
H -3.124 -5.938 -0.414
H -0.991 -5.742 -1.681
H 0.520 -3.798 -1.285

Atoms 1-6, force components in eV/Å:
-0.2 0.6 -0.4
0.5 -0.5 0.5
-2.4 -1.7 -2.8
-2.5 -0.9 -0.7
-0.8 -2.4 -1.6
2.4 0.7 2.6

Löwdin atomic charge list, values in e, 2 entries: -0.1423, 0.1183

Record 2
Density functional theory data (ωB97M-V/def2-TZVPD) for a molecular structure, C20H22IN7O3STa.

The value obtained for the LUMO energy (alpha / beta) is -0.1709 / -0.1710 hartree. Its HOMO energy (alpha / beta) is -10.09 / -10.09 eV. Its charge is +1. Its spin multiplicity is 1. The value obtained for the frontier orbital gap (alpha / beta) is 5.438 / 5.435 eV.

Atoms and positions in Å:
Ta 0.121 -0.704 -0.640
N -0.712 -5.326 -0.860
C -0.689 -3.888 -0.914
S 0.797 -2.860 -1.770
N -1.771 -3.167 -0.481
N -1.796 -1.757 -0.318
C -2.851 -1.112 -0.623
C -2.657 0.286 -0.886
C -3.814 1.204 -1.028
C -3.588 2.503 -1.280
C -2.193 3.003 -1.368
C -1.180 2.122 -1.233
N -1.458 0.696 -1.236
H 0.117 -5.850 -1.174
H -1.536 -5.843 -0.518
H -3.786 -1.633 -0.624
H -4.829 0.823 -0.962
H -4.420 3.188 -1.408
H -2.000 4.052 -1.565
H -0.148 2.485 -1.273
N 1.951 0.316 -1.247
N 1.886 0.393 -2.655
C 0.822 -0.117 -3.352
O 0.791 -0.037 -4.570
O -0.210 -0.718 -2.690
H 1.981 1.283 -0.867
H 2.790 -0.239 -0.988
H 2.659 0.845 -3.169
N 1.474 -3.960 1.512
C 2.092 -2.975 0.793
O 1.433 -2.134 0.190
C 3.605 -3.000 0.812
I 4.269 -4.212 -0.788
H 0.465 -4.005 1.433
H 1.960 -4.803 1.785
H 3.953 -3.385 1.776
H 3.969 -1.971 0.723
C 2.171 3.237 2.787
C 2.598 2.151 2.025
C 1.675 1.412 1.284
C 0.317 1.755 1.299
C -0.612 1.018 0.558
C -1.964 1.354 0.570
C -2.403 2.437 1.327
C -1.488 3.184 2.073
C -0.122 2.855 2.070
C 0.819 3.588 2.810
H 2.890 3.812 3.364
H 3.650 1.879 2.008
H 2.020 0.567 0.693
H -2.667 0.768 -0.013
H -3.457 2.702 1.338
H -1.849 4.027 2.659
H 0.506 4.438 3.410
H 0.423 -0.690 1.200

Atoms 1-6, force components in eV/Å:
-2.6 -0.3 2.6
0.2 2.8 -0.1
0.0 1.7 -0.1
-4.2 -5.1 -2.1
0.5 -1.9 0.6
3.2 -2.4 -2.4

Löwdin atomic charge list, values in e, 2 entries: 1.7063, 0.0710

Record 3
Density functional theory data (ωB97M-V/def2-TZVPD) for a gas-phase ion, HN2O4S (charge -1).

The value obtained for the LUMO energy (alpha / beta) is 0.1539 / 0.0591 hartree. Its HOMO energy (alpha / beta) is -1.18 / -5.58 eV. Its charge is -1. Its spin multiplicity is 3. The value obtained for the frontier orbital gap (alpha / beta) is 5.373 / 7.190 eV.

Atoms and positions in Å:
N -1.145 1.189 1.384
N -0.567 0.630 0.424
O -0.641 1.024 -0.760
O 1.091 -2.641 -0.553
O 0.077 -0.471 0.629
O 2.039 -0.525 -1.186
S 0.870 -1.345 -1.066
H -1.725 2.138 1.129

Atoms 1-6, force components in eV/Å:
-1.6 2.3 1.8
-0.9 0.7 -1.9
0.1 0.4 -0.4
0.0 -5.0 2.1
-0.6 0.7 2.8
2.5 2.6 -0.5

Löwdin atomic charge list, values in e, 2 entries: 0.0465, -0.5898

Record 4
Density functional theory data (ωB97M-V/def2-TZVPD) for a single C5H8Cl2N2 molecule.

The value obtained for the LUMO energy is 0.0205 hartree. Its HOMO energy is -7.77 eV. Its charge is 0. Its spin multiplicity is 1. The value obtained for the frontier orbital gap is 8.325 eV.

Atoms and positions in Å:
C -0.448 -0.180 1.811
C -2.626 0.610 0.533
C -0.489 0.831 -0.243
C 1.590 0.915 1.009
C -1.971 -0.794 -1.377
N 0.275 0.454 0.929
N -1.781 0.288 -0.389
Cl -4.016 -0.304 0.395
Cl -0.688 2.639 -0.324
H 0.307 -0.556 2.685
H 0.051 0.527 -1.161
H 1.682 1.718 0.098
H 1.991 1.499 1.916
H 2.242 0.076 0.739
H -2.014 -1.652 -0.712
H -2.937 -0.783 -2.004
H -1.136 -0.845 -1.981

Atoms 1-6, force components in eV/Å:
2.1 -2.0 2.3
-0.1 1.5 1.4
0.5 1.4 -2.4
3.3 3.0 -2.5
-2.2 -0.4 1.2
-3.5 -0.6 1.4

Löwdin atomic charge list, values in e, 2 entries: 0.0802, -0.5993

Record 5
Density functional theory data (ωB97M-V/def2-TZVPD) for 2 unconnected molecules or ions with the total composition C4OS5.

The value obtained for the LUMO energy is -0.0584 hartree. Its HOMO energy is -8.40 eV. Its charge is 0. Its spin multiplicity is 1. The value obtained for the frontier orbital gap is 6.814 eV.

Atoms and positions in Å:
C 1.018 -0.128 0.542
C -0.154 -0.753 0.326
C 2.308 -0.575 0.012
C -3.051 0.736 -0.653
O 2.725 -1.624 -0.280
S -4.137 -0.026 0.162
S 1.422 1.537 1.045
S -1.227 -1.870 0.054
S 3.150 1.012 0.151
S -2.055 1.693 -1.360

Atoms 1-6, force components in eV/Å:
-2.5 0.2 -0.2
0.8 -1.4 0.1
-0.2 1.5 1.0
-0.5 0.7 0.3
0.7 -1.9 -1.0
0.3 -0.1 -0.3

Löwdin atomic charge list, values in e, 2 entries: -0.6734, -0.5915

Record 6
Density functional theory data (ωB97M-V/def2-TZVPD) for a gas-phase ion, C9H11INOS (charge -1).

The value obtained for the LUMO energy is 0.1026 hartree. Its HOMO energy is -3.34 eV. Its charge is -1. Its spin multiplicity is 1. As for the SMILES: CCn1c([O-])c(C)c(C)c(I)c1=S. The value obtained for the frontier orbital gap is 6.128 eV.

Atoms and positions in Å:
C -0.523 3.082 0.911
C -0.396 2.689 -0.514
N 0.185 1.303 -0.491
C -0.666 0.195 -0.611
O -1.856 0.397 -0.861
C -0.038 -1.077 -0.358
C -0.981 -2.324 -0.259
C 1.313 -1.084 -0.036
C 1.842 -2.448 0.207
C 2.159 -0.012 -0.224
I 4.258 -0.203 0.028
C 1.516 1.321 -0.321
S 2.525 2.688 -0.083
H 0.374 2.847 1.353
H -0.632 4.195 1.127
H -1.384 2.567 1.414
H -1.411 2.412 -0.857
H 0.272 3.216 -1.277
H -0.486 -3.077 -0.947
H -1.834 -2.102 -0.723
H -0.949 -2.848 0.705
H 1.544 -2.745 1.287
H 2.971 -2.414 0.242
H 1.373 -3.154 -0.415

Atoms 1-6, force components in eV/Å:
-2.1 2.5 0.8
-1.0 -2.1 -2.1
0.3 1.8 -0.2
0.5 -0.9 0.3
-0.6 -0.1 -0.1
-1.7 0.8 0.9

Löwdin atomic charge list, values in e, 2 entries: -0.1291, -0.2388